{
  "formula": "C4H6OS",
  "method": "ωB97M-V/def2-TZVPD",
  "gap_ha": 0.34556,
  "e_homo_ev": -8.98,
  "molar_mass_g_mol": 102.2,
  "relative_energy_ev": 4.746,
  "species": ["C", "C", "C", "C", "O", "S", "H", "H", "H", "H", "H", "H"],
  "coordinates": [[1.795, -1.059, -0.589], [0.696, 2.232, 0.056], [1.216, -0.344, 0.375], [0.931, 1.044, 0.146], [-1.477, -1.284, -0.243], [-2.744, -0.482, -0.278], [2.231, -2.066, -0.417], [2.028, -0.512, -1.515], [-2.518, 0.804, 0.282], [0.438, 3.240, -0.021], [0.923, -0.761, 1.299], [-3.519, -0.811, 0.905]]
}